Here is a molecular structure, C3H8IrO3 from the Open Molecules 2025 dataset. Energies are from ωB97M-V with the def2-TZVPD basis set.

The geometry in XYZ format:
```
15
Properties=species:S:1:pos:R:3
O -3.86449 -2.23852 0.43994
C -4.09449 -0.87802 0.03879
C -2.83467 -0.09518 0.40413
O -4.92096 -2.61941 3.38942
Ir -4.80624 -3.19795 1.65155
H -4.97593 -0.43608 0.51384
H -4.26313 -0.89314 -1.04473
H -2.90567 0.91666 -0.02938
H -2.56021 -0.00131 1.46808
O -1.76598 -0.88397 -0.21834
H -2.87733 -2.40748 0.23357
C -0.48544 -0.31632 -0.07203
H -0.45007 0.68148 -0.53813
H -0.21723 -0.21914 0.99293
H 0.23233 -0.96930 -0.58176
```

Calculated values
2S+1 ... 6
Total charge ... +2
Frontier orbital gap (alpha / beta) ... 0.334 / 0.176 hartree
LUMO level (alpha / beta) ... -8.1 / -14.3 eV
Energy above the lowest of the compared OMol25 structures with the same formula, charge and spin ... 0.261 eV
Molar mass ... 284.31 g/mol